# 1
The molecule C2H6N2O2 at a distorted geometry, computed with ωB97M-V with the def2-TZVPD basis set.

Calculated values
- Molecular weight: 90.08 g/mol
- HOMO: -9.70 eV
- Lowest unoccupied orbital energy: 0.0191 hartree
- Relative energy (zero: lowest compared OMol25 entry of this formula, charge and spin): 478.3 kJ/mol
- Largest force on an atom: 7.06 eV/Å
- Orbital gap: 10.2 eV

```
12
Properties=species:S:1:pos:R:3:forces:R:3
C 0.562 -0.949 0.439 -2.395 0.227 2.156
C -0.789 -0.160 0.101 -2.796 -3.046 -1.265
H 2.027 -0.276 -0.726 -2.349 -1.925 0.542
H 1.097 -0.399 1.121 0.744 1.480 2.279
H 0.496 -1.940 0.969 -1.079 0.686 -1.082
H -2.716 -0.448 -0.531 1.721 -0.249 0.578
H -1.110 1.496 -1.038 0.748 0.048 0.210
H 0.887 1.919 0.648 0.581 3.907 5.240
N -1.822 -0.923 -0.187 0.938 2.226 0.541
N -0.764 1.284 -0.094 3.331 -2.077 0.914
O 1.326 -1.028 -0.636 3.817 0.549 -4.121
O 0.805 1.425 -0.066 -3.260 -1.825 -5.992
```
Positions in Å, forces in eV/Å.

***

# 2
The molecule C2H6N2O2, computed with ωB97M-V with the def2-TZVPD basis set.

Calculated values
- Molecular weight: 90.08 g/mol
- HOMO: -6.82 eV
- Lowest unoccupied orbital energy: 0.0212 hartree
- Relative energy (zero: lowest compared OMol25 entry of this formula, charge and spin): 237.2 kJ/mol
- Largest force on an atom: 0.86 eV/Å
- Orbital gap: 7.4 eV

```
12
Properties=species:S:1:pos:R:3:forces:R:3
C -0.434 0.728 -0.144 0.360 0.581 0.082
C -0.306 -0.582 0.036 -0.014 -0.858 -0.025
N -1.409 -1.484 0.077 0.208 0.203 -0.204
N 1.190 1.404 -0.006 -0.404 -0.600 -0.070
O 0.949 -1.207 0.199 -0.175 0.103 -0.139
O -1.271 1.589 -0.318 -0.268 0.260 -0.123
H 0.745 -2.084 0.540 0.028 0.038 0.125
H 1.238 1.923 0.861 0.047 0.029 0.025
H -2.242 -1.001 0.392 0.037 -0.081 0.051
H -1.610 -1.882 -0.841 0.002 0.129 0.165
H 1.791 0.581 0.001 0.231 0.271 0.067
H 1.357 2.015 -0.798 -0.052 -0.075 0.045
```
Positions in Å, forces in eV/Å.

***

# 3
A cluster of 2 separate species, C2H6N2O2 in total at a distorted geometry, computed with ωB97M-V with the def2-TZVPD basis set.

Calculated values
- Molecular weight: 90.08 g/mol
- HOMO: -9.36 eV
- Lowest unoccupied orbital energy: 0.0349 hartree
- Relative energy (zero: lowest compared OMol25 entry of this formula, charge and spin): 214.0 kJ/mol
- Largest force on an atom: 6.09 eV/Å
- Orbital gap: 10.3 eV

```
12
Properties=species:S:1:pos:R:3:forces:R:3
N 0.193 0.040 -1.696 -2.516 -0.491 -0.410
C 1.487 0.036 -1.177 -2.552 -1.387 -5.350
N 1.621 0.376 -0.024 -0.580 1.203 3.726
H -0.069 0.160 -2.655 1.170 -0.194 -0.570
H -0.718 -0.174 -1.225 2.112 0.650 0.470
H 2.117 -0.349 -2.036 0.526 0.677 1.444
H 2.469 0.320 0.440 2.197 -0.284 0.477
H -0.268 0.754 1.167 -1.887 -1.629 -1.723
O -2.482 -1.256 1.895 -0.704 -1.065 -1.732
C -1.757 -0.336 1.783 1.807 2.615 3.047
O -1.037 0.182 0.739 0.394 0.294 2.257
H -1.556 0.246 2.788 0.034 -0.390 -1.636
```
Positions in Å, forces in eV/Å.

***

# 4
A cluster of 2 separate species, C2H6N2O2 in total at a distorted geometry, computed with ωB97M-V with the def2-TZVPD basis set.

Calculated values
- Molecular weight: 90.08 g/mol
- HOMO (alpha / beta): -6.59 / -9.90 eV
- Lowest unoccupied orbital energy (alpha / beta): 0.0339 / -0.0487 hartree
- Relative energy (zero: lowest compared OMol25 entry of this formula, charge and spin): 68.7 kJ/mol
- Largest force on an atom: 8.11 eV/Å
- 2S+1: 3
- Orbital gap (alpha / beta): 7.5 / 8.6 eV
- Expectation value of S²: 2.008

```
12
Properties=species:S:1:pos:R:3:forces:R:3
C -2.170 -0.805 -0.061 1.355 -3.225 1.324
C 2.752 0.918 0.045 1.027 -0.990 2.896
N -0.669 -0.618 0.166 -4.495 -6.602 1.382
N 0.061 0.389 -0.085 1.895 2.118 -0.916
O -0.492 1.400 -0.530 -0.208 1.660 -0.559
O 2.953 -0.187 -0.371 -0.175 0.227 0.119
H -2.493 0.154 -0.105 -1.714 2.719 -0.223
H -2.566 -1.341 0.926 0.732 1.192 -2.189
H -2.529 -1.429 -0.975 1.099 1.107 1.358
H 2.753 1.273 1.130 -0.203 -1.385 -0.239
H 2.706 1.805 -0.465 -0.443 2.068 -2.777
H -0.306 -1.557 0.326 1.129 1.113 -0.174
```
Positions in Å, forces in eV/Å.